Below is the ion CH2NO4S with charge -1, with properties calculated with ωB97M-V with the def2-TZVPD basis set.

Computed properties:
Max |F| in eV Å⁻¹: 3.0
E_LUMO in hartree: 0.144
M in u: 124.10
E_tot in Eh: -793.146656
Net charge: -1
Energy relative to the best compared isomer or geometry (same formula, charge and spin) in eV: 4.072
HOMO level in eV: -4.066

```
9
CH2NO4S, DFT ωB97M-V with the def2-TZVPD basis set
C -0.44709 0.18593 -0.33393
N -1.24481 -0.89925 0.17976
O 2.24039 0.52348 -0.94483
O -1.99967 -0.79037 1.15774
O -1.12606 -2.03146 -0.29034
O 1.72949 1.48315 1.12328
S 1.60955 0.30506 0.33216
H -0.56714 1.13036 0.08429
H -0.19466 0.09311 -1.30812
```

natural (NBO) atomic charge list, values in e, 5 entries: C -0.5589; N 0.4955; O -1.0093; O -0.4763; O -0.4698